1.
Entry from the Open Molecules 2025 dataset: the ion C5H8N with charge +1 (the ωB97M-V functional and the def2-TZVPD basis).

E_HOMO: -14.41 eV
HOMO-LUMO gap: 8.98 eV
LUMO energy: -5.421 eV
SMILES: C=C/C=[NH+]\C=C

Structure (ORCA input):
```
! RIJCOSX wB97M-V def2-TZVPD def2/J DEFGRID3
* xyz 1 1
C -0.792 2.413 -1.120
C -0.271 1.195 -0.914
C 0.306 0.950 0.418
N 0.519 -0.301 0.801
C 0.094 -1.515 0.181
C 0.294 -2.573 0.936
H -0.600 3.096 -0.136
H -1.293 2.794 -1.932
H -0.411 0.392 -1.674
H 0.797 1.726 1.015
H 1.093 -0.401 1.699
H -0.268 -1.696 -0.727
H 0.762 -2.473 1.901
H 0.089 -3.560 0.683
*
```

***

2.
Entry from the Open Molecules 2025 dataset: a cluster of 2 separate species, C5H8N in total (the ωB97M-V functional and the def2-TZVPD basis).

E_HOMO (spin up / spin down): -13.54 / -13.54 eV
HOMO-LUMO gap (spin up / spin down): 7.78 / 7.78 eV
LUMO energy (spin up / spin down): -5.759 / -5.758 eV

Structure (ORCA input):
```
! RIJCOSX wB97M-V def2-TZVPD def2/J DEFGRID3
* xyz 1 1
C -1.337 -0.355 -0.749
C -2.431 -0.073 -0.337
C 0.917 -0.067 -0.447
C 2.191 0.480 -0.496
C -3.791 0.111 0.253
N 3.262 -0.162 0.262
H 2.285 1.397 -1.039
H 0.923 -1.058 0.072
H -4.011 -0.977 0.541
H -4.428 0.584 -0.424
H -3.875 0.876 1.053
H 2.806 -1.034 0.699
H 3.416 0.607 1.014
H 4.073 -0.329 -0.403
*
```

***

3.
Entry from the Open Molecules 2025 dataset: the ion C5H8N with charge +1 (the ωB97M-V functional and the def2-TZVPD basis).

E_HOMO (spin up / spin down): -12.54 / -13.74 eV
HOMO-LUMO gap (spin up / spin down): 6.12 / 8.12 eV
LUMO energy (spin up / spin down): -6.422 / -5.620 eV

Structure (ORCA input):
```
! RIJCOSX wB97M-V def2-TZVPD def2/J DEFGRID3
* xyz 1 1
C -1.511 -0.351 -1.030
C 0.109 -2.131 -0.745
C -0.766 0.745 -0.291
C 0.581 0.385 0.079
C 1.122 0.638 1.399
N -0.860 -1.476 -1.124
H -2.468 -0.232 -1.500
H 0.824 -2.876 -0.969
H -0.638 1.757 -0.731
H -1.402 1.014 0.610
H 1.367 0.105 -0.653
H 1.922 0.046 1.690
H 0.284 0.689 1.994
H 1.435 1.688 1.271
*
```

***

Least stable structure among those shown: 2.